Entry 1:
23
Properties=species:S:1:pos:R:3:forces:R:3 method="wB97M-V/def2-TZVPD" e_above_lowest_ev=1.022 total_charge=-1 energy_ha=-863.907872 mol_weight_g_mol=219.73 lumo_ev="3.077 / 3.077" homo_energy_ev="-3.87 / -3.87"
B 0.888 -1.200 -1.654 -0.235 0.779 0.238
B 1.275 1.296 1.731 0.345 1.274 -1.382
C 0.734 1.267 -0.892 -0.228 2.429 1.910
C -1.979 -0.381 1.055 1.262 -0.866 -1.961
C 0.693 0.304 -1.825 0.730 -3.037 -1.698
C -2.172 0.201 -0.352 0.098 -1.390 0.164
N -1.818 -0.263 -1.477 -0.855 -1.429 -0.031
O 0.816 0.761 0.557 -0.193 -0.634 -0.125
O -1.041 -1.365 1.178 -0.275 -0.183 -1.904
O 0.539 2.465 -0.980 0.117 -0.122 0.305
O -2.606 -0.004 1.990 -0.511 0.476 1.134
O 1.237 -1.937 -0.500 -0.641 1.872 1.878
O 0.499 -2.091 -2.640 0.431 -1.410 -0.202
O 0.724 1.095 2.979 1.020 0.253 0.241
O 2.377 2.173 1.690 -0.815 -1.148 -1.113
H 0.396 0.614 -2.841 0.273 0.104 0.746
H -2.782 1.067 -0.392 -0.164 1.193 0.389
H -1.504 -1.265 -1.555 0.219 1.445 0.466
H -0.657 -1.601 0.254 -0.726 0.595 2.020
H 1.109 -1.288 0.268 0.975 -0.974 -1.202
H 0.716 -2.971 -2.241 -0.400 0.939 -0.781
H -0.172 0.825 3.098 -0.807 -0.551 -0.420
H 2.726 2.299 2.550 0.380 0.382 1.328


Entry 2:
13
Properties=species:S:1:pos:R:3:forces:R:3 method="wB97M-V/def2-TZVPD" e_above_lowest_ev=8.579 total_charge=+1 energy_ha=-302.724764 mol_weight_g_mol=87.10 lumo_ev="-5.388 / -5.387" homo_energy_ev="-14.28 / -14.28"
C 0.671 -1.311 -0.222 -0.229 1.790 -2.588
C -0.164 -1.383 1.027 2.302 0.744 0.380
C -0.590 -0.611 -0.103 -0.341 3.539 -2.091
N 1.415 0.679 -0.805 -1.158 -2.483 1.890
N -0.930 0.835 -0.514 -2.912 -2.664 -0.171
O -1.488 -1.469 0.377 -1.101 -1.511 0.560
H 1.104 -1.857 -1.090 -0.210 -0.032 1.289
H 0.059 -1.215 2.078 -0.529 -0.081 -0.317
H 2.268 0.634 -1.332 0.833 -0.291 0.373
H 1.519 0.778 0.214 1.155 0.641 -0.672
H -1.906 0.964 -0.892 1.187 -0.531 0.222
H -0.121 1.163 -1.060 1.229 -0.453 -1.377
H -0.837 1.462 0.220 -0.227 1.332 2.501


Entry 3:
82
Properties=species:S:1:pos:R:3:forces:R:3 method="wB97M-V/def2-TZVPD" total_charge=+1 spin_multiplicity=6 energy_ha=-3616.919945 mol_weight_g_mol=809.87 lumo_ev="-4.657 / -4.646" homo_energy_ev="-9.11 / -9.09"
C -3.648 -2.517 0.586 -0.443 -0.193 1.223
C -2.337 -2.613 1.151 -0.652 0.433 0.807
C -2.012 -1.334 1.716 -0.677 -0.345 0.204
H -1.728 -3.518 1.211 -0.136 0.375 -0.092
C -3.114 -0.453 1.479 -0.115 -0.724 0.484
C -4.125 -1.186 0.788 -0.203 -0.583 1.014
H -5.143 -0.843 0.587 0.540 -0.095 -0.108
H -4.249 -3.350 0.209 0.383 0.421 -0.050
H -1.101 -1.074 2.257 -0.305 0.015 -0.331
H -3.197 0.574 1.837 0.179 -0.289 -0.233
Dy -2.208 -1.062 -0.745 3.437 2.003 -1.469
Si 1.297 0.887 -0.347 -0.191 -0.880 1.764
C 2.105 -0.864 -0.060 -0.284 0.257 -0.188
C 3.193 -1.216 -0.867 0.065 -0.098 0.322
H 3.433 -0.600 -1.739 0.158 -0.095 0.391
C 3.981 -2.321 -0.552 -0.149 -0.342 0.049
H 4.880 -2.510 -1.138 -0.200 -0.093 0.125
C 3.621 -3.179 0.501 -0.070 0.376 -0.296
H 4.239 -4.052 0.727 -0.253 0.331 -0.032
C 2.452 -2.914 1.227 0.114 -0.101 -0.055
H 2.136 -3.621 2.009 0.129 0.441 -0.327
C 1.710 -1.756 0.960 0.296 -0.153 -0.376
H 0.805 -1.575 1.545 0.330 0.163 -0.084
C 0.418 1.426 1.338 -0.025 -0.397 -0.600
C 1.013 1.165 2.582 -0.357 0.782 0.517
H 1.872 0.504 2.676 -0.029 0.166 -0.179
C 0.539 1.794 3.748 -0.513 0.055 -0.438
H 1.040 1.646 4.709 -0.134 0.006 -0.351
C -0.601 2.615 3.680 0.271 -0.281 -0.384
H -0.958 3.136 4.568 0.041 -0.197 -0.216
C -1.273 2.763 2.455 -0.317 0.113 0.351
H -2.212 3.336 2.410 0.542 -0.144 0.072
C -0.767 2.180 1.296 0.423 -0.322 0.417
H -1.285 2.320 0.342 0.141 0.099 0.126
H -0.011 0.111 -0.604 -2.508 -1.299 -0.486
Si 3.065 2.330 -0.100 0.471 0.890 -2.031
C 2.845 3.708 1.096 -0.022 0.263 0.003
C 3.904 3.935 1.983 -0.576 -0.007 0.028
H 4.849 3.391 1.844 -0.490 0.333 0.276
C 3.709 4.819 3.033 -0.242 0.471 0.249
H 4.527 4.984 3.733 -0.284 0.102 -0.018
C 2.478 5.483 3.183 0.170 -0.350 -0.437
H 2.323 6.146 4.026 0.023 -0.044 -0.050
C 1.454 5.315 2.232 0.361 0.141 0.155
H 0.504 5.846 2.338 0.360 -0.077 -0.004
C 1.656 4.461 1.154 0.624 -0.271 0.675
H 0.896 4.331 0.388 0.025 -0.024 0.174
C 4.665 1.468 0.222 -0.104 0.042 -0.035
C 4.725 0.700 1.390 0.668 -0.303 -0.335
H 3.851 0.632 2.060 0.602 0.058 -0.333
C 5.890 -0.018 1.654 -0.126 0.139 0.007
H 5.926 -0.639 2.550 0.222 0.097 -0.281
C 6.982 0.078 0.779 0.122 0.118 0.045
H 7.902 -0.458 1.021 -0.275 0.129 -0.107
C 6.932 0.877 -0.375 -0.223 -0.152 0.212
H 7.802 0.976 -1.033 -0.343 -0.162 0.302
C 5.746 1.553 -0.672 -0.048 -0.153 0.287
H 5.634 2.147 -1.593 0.164 -0.284 0.561
H 3.131 2.949 -1.482 0.324 -0.080 0.412
Cl 0.833 1.642 -2.343 -0.263 -0.114 -0.138
C -5.862 1.030 -2.585 -0.204 0.250 0.070
C -4.705 0.747 -1.860 0.763 -1.337 -0.704
N -4.024 -0.412 -2.049 -1.298 0.653 -0.364
C -4.510 -1.362 -2.908 -0.297 0.762 0.153
C -5.689 -1.130 -3.665 0.959 -0.322 0.582
C -6.347 0.098 -3.482 0.019 -0.011 0.030
C -6.147 -2.177 -4.524 -0.025 -0.783 -0.323
C -5.521 -3.394 -4.574 -0.734 0.354 -0.377
C -4.374 -3.691 -3.774 0.252 1.193 0.646
C -3.759 -4.947 -3.705 0.276 -0.269 0.151
C -2.678 -5.157 -2.864 -0.147 0.163 0.009
C -2.202 -4.094 -2.086 -0.680 1.153 -0.652
N -2.750 -2.858 -2.165 -0.283 -1.222 -0.431
C -3.844 -2.648 -2.967 0.485 -0.730 0.107
H -6.369 1.981 -2.417 0.109 -0.344 -0.106
H -4.283 1.435 -1.124 -0.192 -0.111 -0.246
H -7.261 0.275 -4.043 0.130 0.120 0.087
H -7.036 -1.984 -5.128 0.265 -0.150 0.125
H -5.904 -4.189 -5.223 0.067 0.367 0.213
H -4.172 -5.755 -4.306 0.187 0.067 0.103
H -2.195 -6.125 -2.783 -0.123 0.103 -0.052
H -1.364 -4.200 -1.397 -0.154 -0.077 -0.207